C49H46CuN5OSTe | the ωB97M-V functional and the def2-TZVPD basis

XYZ file:
```
104
Properties=species:S:1:pos:R:3:forces:R:3:lowdin_charge:R:1
Cu 0.60802 1.72035 -2.05835 -0.2 -0.4 0.1 0.32
N 4.25689 3.78497 -0.97738 0.0 0.0 0.2 0.12
C 5.37201 2.94964 -0.76691 0.0 0.0 0.0 -0.24
C 6.65216 3.42396 -1.00283 0.0 0.0 0.0 -0.03
C 7.75282 2.60376 -0.79226 0.0 0.0 0.0 -0.09
C 7.57266 1.29867 -0.36745 0.0 0.0 0.0 -0.09
C 6.28614 0.81761 -0.15591 0.0 0.0 0.0 -0.10
C 5.18776 1.64097 -0.33691 -0.1 0.0 0.0 -0.45
S 3.56026 1.02179 -0.02411 0.0 0.0 0.1 0.99
N 2.56731 2.12237 -0.84168 0.0 0.1 -0.1 -0.23
C 2.99014 3.27378 -1.19167 0.0 0.0 0.0 -0.34
C 2.02979 4.17030 -1.88323 0.0 0.0 0.0 -0.20
C 2.05585 5.54784 -1.70838 0.0 0.0 0.0 -0.01
C 1.10830 6.32015 -2.35718 0.0 0.0 0.0 -0.05
C 0.17440 5.68725 -3.16153 0.0 0.0 0.0 -0.04
C 0.21109 4.31049 -3.27000 0.0 -0.1 0.0 -0.10
N 1.11688 3.55012 -2.64320 0.1 0.5 -0.1 0.06
H 4.45881 4.65028 -1.44964 0.0 0.0 -0.1 0.13
H 6.78790 4.44457 -1.34312 0.0 0.0 0.0 0.11
H 8.74754 2.98794 -0.97366 0.0 0.0 0.0 0.10
H 8.42343 0.64974 -0.21041 0.0 0.0 0.0 0.10
H 6.13237 -0.20747 0.16000 0.0 0.0 0.0 0.10
H 2.77853 6.00020 -1.04130 0.0 0.0 0.0 0.11
H 1.08662 7.39329 -2.22264 0.0 0.0 0.0 0.11
H -0.59426 6.24662 -3.67562 0.0 0.0 0.0 0.11
H -0.52071 3.76995 -3.85693 0.0 0.0 0.0 0.12
C -3.32673 -1.55859 -3.70945 0.0 0.0 0.0 -0.12
C -2.24531 -0.93699 -4.32162 0.0 0.0 0.0 -0.12
C -1.63764 0.16263 -3.73811 0.0 -0.1 0.0 -0.05
C -2.08191 0.68641 -2.51364 0.0 0.1 -0.1 -0.30
C -3.17621 0.04841 -1.91077 -0.1 0.0 0.0 -0.05
C -3.78384 -1.04965 -2.49957 0.0 0.0 0.0 -0.11
N -1.39786 1.74966 -1.93743 -0.1 0.0 0.1 0.00
C -2.07612 2.79313 -1.37733 0.0 0.0 0.0 -0.31
C -1.38682 3.68380 -0.52089 0.0 0.0 0.1 -0.08
C -1.99170 4.80620 0.01527 0.0 0.0 0.0 -0.13
C -3.32226 5.10398 -0.25904 0.0 0.0 0.0 -0.14
C -4.02324 4.24179 -1.09762 0.0 0.0 0.0 -0.12
C -3.42755 3.12004 -1.64760 0.0 0.0 0.0 -0.04
H -3.80603 -2.41423 -4.16786 0.0 0.0 0.0 0.09
H -1.87622 -1.30660 -5.27209 0.0 0.0 0.0 0.10
H -0.79113 0.63714 -4.22103 0.0 0.0 0.0 0.10
H -3.54412 0.42668 -0.96479 0.0 0.0 0.0 0.10
H -4.62442 -1.51843 -2.00031 0.0 0.0 0.0 0.09
H -0.35398 3.45224 -0.27687 0.0 0.0 0.0 0.09
H -1.41837 5.45245 0.67233 0.0 0.0 0.0 0.09
H -3.79593 5.98115 0.16177 0.0 0.0 0.0 0.08
H -5.05841 4.45695 -1.33986 0.0 0.0 0.0 0.09
H -3.99977 2.48465 -2.31119 0.0 0.0 0.0 0.10
C -0.09443 -5.90740 5.83493 0.0 0.0 0.0 -0.05
C 0.04475 -4.82220 4.80349 0.0 0.0 0.0 -0.26
C 0.50672 -5.09185 3.52575 0.0 0.0 0.0 -0.01
C 0.64610 -4.09405 2.56328 0.0 -0.1 -0.1 -0.30
C 1.23139 -4.46472 1.23368 0.0 0.0 0.0 -0.05
C 0.27258 -2.79008 2.88051 0.1 0.1 -0.1 -0.30
Te 0.51601 -0.96095 1.67059 0.0 -0.1 0.1 1.80
N 0.88410 -0.67963 -0.17998 0.0 0.1 0.0 -0.28
C 1.14220 -1.05019 -1.42751 -0.2 -0.1 -0.1 -0.58
O 1.10253 -0.21080 -2.34772 0.3 -0.3 0.0 -0.04
C 1.49758 -2.43851 -1.85568 -0.1 -0.1 0.1 -0.16
C 0.74308 -3.03105 -2.86558 -0.1 0.0 0.1 -0.01
C 1.07589 -4.29626 -3.31954 0.0 0.0 0.0 -0.07
C 2.18504 -4.95706 -2.80166 0.0 0.0 0.0 -0.09
C 2.96229 -4.34684 -1.82933 0.0 0.0 0.0 -0.09
C 2.61027 -3.09042 -1.35273 0.1 0.1 -0.1 -0.07
C -1.57237 -0.60629 1.61116 0.1 -0.1 -0.2 -0.32
C -2.05145 0.58533 2.15762 0.0 0.1 -0.1 -0.31
C -1.17593 1.67927 2.70884 0.0 0.1 0.0 -0.07
C -3.42953 0.77643 2.20888 0.0 0.1 0.0 0.00
C -4.31957 -0.17090 1.72884 0.0 0.0 0.0 -0.26
C -5.80434 0.05769 1.79615 0.0 0.0 0.0 -0.04
C -3.80477 -1.32954 1.16021 0.0 0.0 0.0 -0.02
C -2.43999 -1.56698 1.07653 0.0 0.0 0.1 -0.28
C -1.97358 -2.82857 0.40613 0.0 0.0 0.0 -0.04
C -0.16687 -2.47955 4.17832 -0.1 0.0 0.1 -0.29
C -0.54637 -1.08863 4.63055 0.0 -0.1 0.0 -0.08
C -0.27315 -3.50623 5.11003 0.0 0.0 0.0 -0.01
H 0.21811 -6.87197 5.43753 0.0 0.0 0.0 0.07
H -1.12970 -5.99692 6.16791 0.0 0.0 0.0 0.08
H 0.51335 -5.68875 6.71439 0.0 0.0 0.0 0.08
H 0.78378 -6.10671 3.26172 0.0 0.0 0.0 0.12
H 1.40377 -5.53827 1.17008 0.0 0.0 0.0 0.09
H 2.19106 -3.96912 1.09190 0.0 0.0 -0.1 0.07
H 0.58359 -4.17825 0.40804 0.0 0.1 -0.1 0.07
H -0.10490 -2.49325 -3.27144 0.0 0.0 0.0 0.11
H 0.47755 -4.76509 -4.09038 0.0 0.0 0.0 0.10
H 2.45041 -5.94025 -3.16926 0.0 0.0 0.0 0.10
H 3.84058 -4.84785 -1.44158 0.0 0.0 0.0 0.10
H 3.22840 -2.57650 -0.62673 0.0 -0.1 0.1 0.11
H -0.15242 1.63870 2.33721 0.0 0.0 0.0 0.04
H -1.14547 1.64330 3.80165 0.0 0.0 0.0 0.08
H -1.57529 2.64875 2.41721 0.0 0.0 0.0 0.08
H -3.80653 1.70664 2.62071 0.0 0.0 0.0 0.13
H -6.03709 1.12174 1.81671 0.0 0.0 0.0 0.08
H -6.22371 -0.39427 2.69791 0.0 0.0 0.0 0.08
H -6.30757 -0.38864 0.93851 0.0 0.0 0.0 0.08
H -4.48461 -2.06209 0.73866 0.0 0.0 0.0 0.12
H -2.72508 -3.17114 -0.30456 0.0 0.0 0.0 0.08
H -1.80765 -3.62166 1.13791 0.0 0.0 0.0 0.09
H -1.05223 -2.67302 -0.15667 0.0 0.0 0.0 0.05
H 0.25496 -0.36226 4.46946 0.0 0.0 0.0 0.06
H -0.76516 -1.09327 5.69660 0.0 0.0 0.0 0.08
H -1.43675 -0.73088 4.11102 0.1 -0.1 0.1 0.07
H -0.61674 -3.26099 6.10969 0.0 0.0 0.0 0.12
```
Forces are in eV/Å.

The calculation puts the energy relative to the best compared isomer or geometry (same formula, charge and spin) at 61.2 kcal per mole. The value obtained for the HOMO-LUMO gap is 5.793 eV. The calculation puts the highest occupied orbital energy at -5.66 eV. Its charge is 0.

***

C49H48Br2IN2O13 | the ωB97M-V functional and the def2-TZVPD basis

XYZ file:
```
115
Properties=species:S:1:pos:R:3:forces:R:3:lowdin_charge:R:1
C 2.76511 -0.29715 -1.53848 0.0 -0.5 0.0 -0.09
C 1.85226 -1.13038 -0.56511 0.2 -0.7 -0.5 -0.21
C 0.32039 -1.17572 -1.03551 1.3 -0.2 0.2 -0.13
C -0.32782 -2.36435 -0.26702 -1.4 -0.1 1.4 -0.03
C -0.96523 -2.01425 1.03406 1.5 -2.9 -1.7 0.09
C -1.02625 -0.54116 1.55481 -0.6 -0.4 -0.4 -0.42
O -2.12380 -0.16626 1.90303 0.6 -0.1 0.1 0.12
O 0.09121 0.20213 1.54524 -3.3 0.5 -1.8 -0.08
C -0.15743 1.56899 1.91225 1.2 1.7 -0.3 -0.08
C -0.61409 2.47906 0.70029 -0.7 1.1 0.6 -0.31
O 0.04478 2.14443 -0.53355 -0.6 0.0 0.4 -0.05
C -2.17777 2.58315 0.52797 -0.7 0.1 -0.1 -0.20
N -2.75634 1.56818 -0.38301 0.6 -0.2 0.5 0.01
C -1.54163 -3.14236 1.77067 0.7 0.8 -0.6 -0.14
C -2.19250 -2.81816 3.15551 -0.2 -0.3 0.0 -0.16
C -3.77958 -2.73894 3.09686 0.6 -0.5 1.8 -0.20
O -4.31048 -2.93610 1.76608 -0.6 1.7 0.7 -0.08
C -5.51336 -2.22978 1.70974 -0.9 -0.3 -0.7 -0.30
O -6.35823 -2.26985 2.55649 0.8 0.0 -0.1 0.10
C -1.48435 -4.48986 1.21482 -0.2 1.5 1.0 -0.46
I -2.45525 -5.95893 2.47204 0.7 0.5 -1.1 1.10
N -0.87644 -4.80441 0.00088 0.0 1.8 0.5 -0.07
C -0.81093 -6.20387 -0.47313 0.2 -1.6 -0.3 -0.64
Br 1.09666 -6.82284 -0.60013 -0.8 0.5 0.5 0.71
C -1.69673 -6.54573 -1.75130 -0.8 -0.1 -0.2 -0.64
C -2.67244 -5.42617 -2.27360 -0.6 -0.6 -0.8 -0.12
Br -0.64880 -7.26874 -3.30091 -0.6 0.3 0.6 0.67
C -0.32444 -3.75780 -0.75593 0.2 2.1 0.4 -0.09
C 0.33229 -3.91887 -2.14510 -0.3 0.6 -0.8 -0.10
C -0.53375 -3.34502 -3.34949 -0.6 0.2 -1.2 -0.21
C -1.67253 -2.45824 -3.19556 0.0 -0.1 -2.0 -0.07
C -2.42701 -1.95712 -4.36108 1.7 -1.4 -0.5 -0.05
C -2.03780 -2.38439 -5.70170 1.3 -1.0 2.2 -0.07
C -0.89612 -3.29844 -5.82013 -0.1 0.4 0.9 -0.07
C -0.11566 -3.77910 -4.68979 -2.2 1.8 0.6 -0.04
H 2.31332 0.68739 -1.81384 0.4 -0.7 0.4 0.07
H 2.90302 -0.89992 -2.47792 -0.2 0.7 0.7 0.08
H 3.79702 -0.15795 -1.10697 -1.1 0.0 -0.4 0.08
H 2.20386 -2.20607 -0.64672 -0.2 1.0 0.3 0.10
H 1.96825 -0.85593 0.51082 -0.3 0.0 -1.0 0.09
H 0.35338 -1.29378 -2.14426 -0.3 -0.2 0.9 0.11
H -0.17230 -0.18662 -0.83099 0.3 -1.1 0.0 0.11
H -0.81935 1.68683 2.81424 0.3 -0.3 -1.2 0.15
H 0.84052 1.98803 2.23465 -0.8 -0.9 -0.4 0.15
H -0.25870 3.52104 0.96990 -0.5 -1.0 0.0 0.13
H -0.52185 2.53882 -1.22316 0.5 -0.3 0.3 0.10
H -2.51902 3.59839 0.15981 0.9 -0.7 0.6 0.13
H -2.63426 2.43047 1.54258 0.4 0.2 -0.9 0.12
H -3.67990 1.27834 -0.06423 0.3 0.2 -0.4 0.03
H -2.75054 1.85839 -1.35753 -0.3 0.0 0.4 0.07
H -1.90999 -3.57298 3.94424 -0.2 0.6 -1.1 0.08
H -1.84598 -1.83343 3.56748 -0.1 -1.0 -0.8 0.12
H -4.16484 -3.51749 3.81529 0.1 0.7 -1.0 0.12
H -4.09554 -1.75370 3.54166 0.3 -0.9 -0.8 0.14
H -5.70270 -1.62138 0.78153 0.8 -0.8 0.5 0.14
H -1.15683 -6.92865 0.31146 0.2 1.4 -0.5 0.01
H -2.35478 -7.42344 -1.49878 1.1 0.8 0.0 0.09
H -2.39488 -5.20944 -3.34187 -0.3 0.3 1.3 0.06
H -2.75677 -4.50498 -1.65384 0.4 -0.7 -0.5 0.07
H -3.71639 -5.85215 -2.34245 1.1 0.3 0.2 0.10
H 1.26919 -3.28719 -2.14962 -0.9 -0.8 0.3 0.13
H 0.63962 -4.93917 -2.45464 -0.4 0.6 0.6 0.03
H -2.03170 -2.12593 -2.19705 0.5 -0.3 -0.8 0.10
H -3.29198 -1.25840 -4.23234 1.0 -0.8 0.0 0.10
H -2.58774 -2.06258 -6.61347 0.5 -0.3 0.9 0.10
H -0.59346 -3.63441 -6.83617 -0.3 0.3 0.9 0.10
H 0.76903 -4.45145 -4.80118 -1.0 0.7 -0.1 0.11
C 2.89744 7.96358 0.20236 -0.2 0.1 0.1 0.03
C 1.61953 7.59470 0.26708 0.1 0.2 0.0 0.02
C 1.20029 6.21731 -0.07677 -0.1 -0.1 0.0 -0.38
O 0.03323 5.87939 -0.01998 0.0 0.0 0.0 0.09
C 2.25403 5.26505 -0.49334 0.1 0.0 0.0 0.02
C 3.53267 5.63270 -0.55841 -0.1 -0.2 -0.1 0.03
C 3.95311 7.01133 -0.21460 0.2 0.0 0.0 -0.37
O 5.11729 7.34804 -0.27166 -0.1 0.1 0.0 0.11
H 3.22265 8.96643 0.44907 0.0 0.0 0.0 0.12
H 0.83531 8.27705 0.57026 0.0 0.0 0.0 0.12
H 1.92724 4.26134 -0.73997 0.0 0.0 0.0 0.11
H 4.31628 4.94981 -0.86118 0.1 0.1 0.1 0.11
C 9.48318 6.61511 0.31387 -0.2 0.0 0.0 0.03
C 8.20472 6.24664 0.37916 0.1 0.2 0.1 0.02
C 7.78499 4.86869 0.03556 -0.2 0.0 0.0 -0.38
O 6.61860 4.53067 0.09291 0.1 -0.1 0.0 0.09
C 8.83991 3.91691 -0.38154 0.2 -0.1 -0.1 0.02
C 10.11769 4.28534 -0.44685 -0.1 -0.2 0.0 0.02
C 10.53831 5.66364 -0.10312 0.3 0.1 0.0 -0.39
O 11.70276 5.99890 -0.16061 -0.1 -0.1 0.0 0.11
H 9.80869 7.61776 0.56041 0.0 0.0 0.0 0.12
H 7.42122 6.92913 0.68215 0.0 -0.1 -0.1 0.11
H 8.51446 2.91404 -0.62817 0.0 0.0 0.0 0.12
H 10.90158 3.60281 -0.75035 0.0 0.0 0.0 0.12
C -7.71495 0.42914 -2.49642 0.2 -0.1 0.0 0.03
C -6.67862 0.33328 -1.66602 -0.1 0.0 -0.1 0.01
C -6.66118 1.05479 -0.37387 0.0 0.1 0.1 -0.38
O -5.71195 0.96836 0.38496 -0.1 -0.1 -0.1 0.06
C -7.83818 1.88514 -0.03805 -0.1 0.1 0.0 0.03
C -8.87575 1.98220 -0.86759 0.1 0.1 0.2 0.03
C -8.89499 1.26092 -2.16106 -0.3 0.1 -0.1 -0.38
O -9.83840 1.34604 -2.91639 0.1 0.0 0.1 0.13
H -7.74537 -0.09049 -3.44586 -0.1 0.0 0.0 0.13
H -5.80833 -0.27036 -1.89447 0.0 0.0 0.0 0.12
H -7.80684 2.40422 0.91150 0.0 0.0 0.0 0.13
H -9.74481 2.58570 -0.63826 0.0 0.0 0.0 0.13
C 3.76072 -2.72939 4.60124 0.0 -0.1 -0.2 0.03
C 3.00501 -2.28436 3.59893 0.1 -0.1 0.0 0.03
C 1.96780 -1.25228 3.81899 0.1 0.0 -0.1 -0.33
O 1.27300 -0.84556 2.89963 1.6 -1.5 2.2 0.08
C 1.80238 -0.73138 5.19373 0.0 0.0 0.1 0.03
C 2.55707 -1.17508 6.19751 -0.2 0.2 0.0 0.03
C 3.59591 -2.20859 5.97853 0.2 -0.1 0.2 -0.38
O 4.28449 -2.61195 6.89004 -0.1 0.0 -0.1 0.13
H 4.52370 -3.48439 4.45927 0.0 0.0 0.1 0.13
H 3.11235 -2.65322 2.58602 0.0 0.0 0.0 0.12
H 1.03902 0.02396 5.33497 0.0 0.0 0.0 0.12
H 2.44903 -0.80564 7.20955 0.0 0.0 0.0 0.13
```
Forces are in eV/Å.

The value obtained for the HOMO-LUMO gap is 6.989 eV. The calculation puts the highest occupied orbital energy at -11.10 eV. Its charge is +1.